72
Properties=species:S:1:pos:R:3:forces:R:3:lowdin_charge:R:1 method="wB97M-V/def2-TZVPD" de_lowest_kj_mol=0.00 spin_multiplicity=3 total_charge=-1 homo_ev="-4.9 / -5.1"
Br -1.90503 -1.14419 3.10317 0.0 0.0 0.0 0.834
Ni 0.05696 0.55309 0.29126 -0.1 0.2 -0.1 0.655
O 3.72595 1.32120 1.70760 0.0 0.0 -0.1 0.038
O 1.77059 1.51836 0.61998 0.0 -0.1 0.0 -0.069
O 0.07977 1.57667 -1.64824 -0.1 0.1 0.1 0.013
O -3.84127 2.02358 0.79184 0.0 0.0 0.0 0.003
O 0.10191 -3.39708 -1.24738 0.0 0.0 0.0 0.010
N -1.51622 1.92621 0.78846 0.0 0.0 0.0 0.071
N -1.59914 -0.50454 -0.17911 0.0 0.0 0.0 0.082
N 0.57116 -0.16194 2.33577 0.2 -0.1 0.0 0.070
N -0.12878 -0.05465 -3.18774 0.0 0.0 0.0 0.199
N 0.85413 -1.34740 -0.43565 0.1 -0.1 0.0 0.069
C -0.64121 5.09623 2.49567 0.0 0.0 0.0 -0.068
C 2.41522 -2.79590 0.77268 0.0 0.0 0.0 -0.204
C 1.29373 -3.54384 1.43595 0.0 0.0 0.0 -0.040
C -2.47520 3.84766 -1.16415 0.0 0.0 0.0 -0.046
C -2.60046 -2.50020 -0.93330 0.0 0.0 0.0 0.004
C 1.97558 -1.26852 4.45551 0.0 0.0 0.0 -0.046
C 2.62500 -0.48732 3.51762 0.0 0.0 0.0 0.008
C 1.88815 0.06311 2.48383 0.0 0.0 -0.1 -0.168
C -2.75142 1.46511 0.60328 0.0 0.0 0.0 -0.516
C 0.60858 -1.45972 4.34287 0.0 0.0 0.0 -0.117
C 2.55123 1.04150 1.50130 -0.1 0.1 0.2 -0.612
C 3.72466 -3.10215 1.12683 0.0 0.0 0.0 -0.071
C 3.05509 -0.05767 -1.80674 0.0 0.0 0.0 -0.034
C 4.79762 -2.44210 0.55511 0.0 0.0 0.0 -0.098
C -0.38375 2.74133 3.29924 0.0 0.0 0.0 -0.033
C -0.81278 3.73768 2.26170 0.0 0.0 0.0 -0.196
C -2.77871 0.05141 0.05289 0.0 0.0 0.0 -0.207
C 3.26522 -1.13198 -0.77921 0.0 0.0 0.0 -0.204
C 4.55758 -1.46593 -0.39639 0.0 0.0 0.0 -0.060
C -1.48017 -1.73803 -0.65006 0.0 0.0 0.0 -0.184
C -1.39323 3.30810 1.06043 0.0 0.0 0.0 -0.173
C -1.80962 4.26072 0.11640 0.0 0.0 0.0 -0.194
C -0.08638 1.23779 -2.81224 0.0 -0.1 0.0 -0.548
C -1.61449 5.61213 0.37855 0.0 0.0 0.0 -0.070
C -0.22200 2.26963 -3.89991 0.0 0.0 0.0 0.015
C -1.03218 6.03949 1.55941 0.0 0.0 0.0 -0.109
C 2.17669 -1.79047 -0.18422 -0.1 0.0 0.1 -0.180
C -3.94976 -0.64357 -0.20399 0.0 0.0 0.0 0.000
C -0.03255 -0.88423 3.25901 0.0 0.0 0.0 -0.724
C -0.05685 -2.25418 -0.79958 -0.1 0.0 -0.1 -0.528
C -3.84903 -1.93499 -0.70299 0.0 0.0 0.0 -0.047
H 0.77334 2.66744 -4.10308 0.0 0.0 0.0 0.094
H 0.16438 -0.74528 -2.50784 0.0 0.0 0.0 0.072
H -1.11636 1.93932 3.40017 0.0 0.0 0.0 0.060
H 0.04516 -2.03993 5.05795 0.0 0.0 0.0 0.095
H 2.51921 -1.71792 5.27723 0.0 0.0 0.0 0.108
H 5.81141 -2.67857 0.85434 0.0 0.0 0.0 0.091
H 3.68245 -0.26989 3.54770 0.0 0.0 0.0 0.121
H -2.04176 2.92196 -1.54231 0.0 0.0 0.0 0.053
H 1.62134 -3.95404 2.39273 0.0 0.0 0.0 0.075
H -0.84315 3.08565 -3.53856 0.0 0.0 0.0 0.071
H -0.25298 3.22916 4.26644 0.0 0.0 0.0 0.075
H -4.74604 -2.50694 -0.90885 0.0 0.0 0.0 0.102
H -0.88544 7.09605 1.74867 0.0 0.0 0.0 0.088
H 5.38725 -0.93402 -0.84746 0.0 0.0 0.0 0.104
H -1.92894 6.33898 -0.36343 0.0 0.0 0.0 0.098
H -2.46737 -3.50387 -1.31099 0.0 0.0 0.0 0.113
H 2.61341 0.83044 -1.34954 0.0 0.0 0.0 0.064
H -0.19299 5.41326 3.43120 0.0 0.0 0.0 0.099
H -2.37144 4.62935 -1.91989 0.0 0.0 0.0 0.072
H -3.53691 3.65663 -0.99547 0.0 0.0 0.0 0.079
H 0.56576 2.28603 3.01788 0.0 0.0 0.0 0.064
H -0.19304 -0.31270 -4.15421 0.0 0.0 0.0 0.107
H 0.94678 -4.35664 0.79573 0.0 0.0 0.0 0.080
H 3.89484 -3.86699 1.87762 0.0 0.0 0.0 0.101
H -4.89378 -0.15863 -0.00032 0.0 0.0 0.0 0.114
H 4.00811 0.22048 -2.25868 0.0 0.0 0.0 0.076
H 0.42900 -2.90347 1.61168 0.0 0.0 0.0 0.057
H -0.63670 1.86065 -4.82027 0.0 0.0 0.0 0.075
H 2.38955 -0.40066 -2.59805 0.0 0.0 0.0 0.064


64
Properties=species:S:1:pos:R:3:forces:R:3:nbo_charge:R:1 method="wB97M-V/def2-TZVPD" spin_multiplicity=1 total_charge=+1 homo_ev=-9.4
Cl -5.43345 -1.51957 -4.21610 -0.6 0.0 0.0 0.072
N -0.21102 -3.47268 2.71438 0.1 0.0 1.0 -0.346
N -0.16302 1.31201 -3.24210 -1.5 -0.7 0.1 -0.303
N -1.51174 1.88656 -1.64303 -0.4 -1.3 -0.9 -0.320
C 1.63508 -0.84544 0.88570 0.4 0.0 -0.8 -0.457
C -1.35270 5.15776 -3.14882 -0.1 0.0 0.8 -0.187
C 3.47566 0.95560 0.61848 0.5 -0.3 0.3 -0.244
C 0.58508 -3.36151 5.12003 0.5 -0.2 0.5 -0.239
C -2.22744 1.76133 -0.39429 -0.5 0.1 0.6 -0.415
C -0.95153 3.07075 -2.11869 0.0 -0.5 -0.8 0.171
C -3.46723 -2.83432 -2.90624 0.0 0.8 -0.3 -0.185
C -0.53043 4.78719 -4.22780 1.0 -0.8 0.0 -0.190
C 1.04442 -1.78074 1.89134 -0.6 -0.5 0.5 -0.108
C 2.26438 2.39770 2.69081 0.3 -0.3 -0.4 -0.197
C 0.72239 0.47918 -4.02285 0.1 -0.3 -0.5 -0.415
C 4.11234 2.08718 1.14590 -0.4 0.1 0.4 -0.210
C 2.20267 -1.26355 4.17671 0.6 0.3 0.5 -0.207
C 1.52923 -2.74562 5.95501 -0.7 -0.3 0.0 -0.205
C 3.54274 2.74974 2.24659 0.0 0.3 -0.3 -0.222
C -1.42384 -1.68769 -2.26480 0.5 0.4 0.1 -0.185
C 1.37514 -1.93399 3.28306 -0.6 -1.1 0.0 -0.036
C 0.17917 3.57458 -4.21814 0.2 0.7 -0.2 -0.200
C 1.65161 1.27009 2.14843 0.2 0.5 0.7 -0.261
C -1.24009 0.87055 -2.51721 1.9 1.0 1.5 0.515
C -1.10760 -4.61244 2.71445 0.2 0.2 0.2 -0.396
C -2.18938 -2.84952 -2.34676 -0.2 -0.1 -0.1 -0.190
C -4.00040 -1.59653 -3.29694 0.9 0.1 0.6 -0.068
C 2.33324 0.45598 1.25637 -0.6 -0.2 -0.5 0.078
C -3.33089 -0.39923 -3.00871 0.9 0.0 -0.1 -0.140
C -1.97849 -0.43474 -2.59548 -0.2 -0.5 0.4 -0.157
C -1.53805 4.32476 -2.04017 0.2 0.7 -0.2 -0.223
C -0.09722 2.71477 -3.16114 -1.0 -0.5 0.3 0.108
C 2.29279 -1.66150 5.50820 -0.1 -0.2 -0.6 -0.234
C 0.01742 -2.69436 1.62441 1.8 0.9 0.0 -0.024
C 0.57975 -3.01284 3.77738 -0.4 0.5 -0.9 0.124
H 1.65553 -3.08980 6.98539 -0.3 0.2 -0.3 0.219
H -0.48537 -2.92906 0.69351 0.1 0.1 0.1 0.194
H -0.43177 5.43800 -5.09268 0.0 0.0 0.2 0.242
H 1.51709 1.13061 -4.40556 -0.3 -0.4 -0.1 0.237
H 0.75297 -0.51695 0.40430 -1.1 0.5 -1.3 0.199
H 2.20169 -1.40218 0.13108 0.2 0.1 0.2 0.212
H -0.38601 -1.75789 -1.91499 -0.5 0.1 -0.1 0.231
H -1.86796 6.11783 -3.18356 0.2 -0.3 0.0 0.242
H 0.86867 3.23516 -5.00707 -0.6 0.5 0.2 0.236
H 0.15804 -0.00406 -4.82947 0.3 0.1 0.0 0.233
H -0.13673 -4.07225 5.51230 0.3 -0.1 0.0 0.215
H 1.17953 -0.28841 -3.38577 -0.1 0.2 -0.2 0.229
H -2.23711 2.77647 0.02916 -0.4 -0.5 0.0 0.232
H 4.06602 3.58831 2.71778 -0.2 -0.3 -0.3 0.222
H -3.23764 1.37238 -0.57169 0.2 0.3 0.2 0.231
H 3.91386 0.44080 -0.25450 -0.2 0.1 0.7 0.210
H -2.15641 4.55188 -1.16690 0.0 0.3 -0.6 0.236
H -4.04717 -3.73602 -3.10846 0.3 0.2 0.2 0.252
H 1.75727 2.95337 3.47108 0.1 0.1 -0.1 0.219
H -3.80401 0.56529 -3.15945 -0.1 -0.2 -0.3 0.229
H -1.78767 -3.80135 -2.00406 0.1 0.3 -0.2 0.239
H 2.92429 -1.13702 6.22236 0.0 -0.1 -0.3 0.221
H -2.04954 -4.31670 2.25794 -0.2 -0.1 0.2 0.201
H 5.05799 2.44946 0.73716 -0.3 -0.2 0.1 0.223
H 0.64878 0.99198 2.47338 0.3 -0.1 0.1 0.213
H -0.71907 -5.46901 2.15479 0.2 0.2 0.1 0.202
H -1.24162 -4.91134 3.74962 -0.3 -0.1 -0.1 0.221
H 2.80001 -0.43830 3.82280 0.1 0.1 0.1 0.215
H -1.70226 1.10935 0.33356 -0.2 0.3 -0.6 0.238


69
Properties=species:S:1:pos:R:3:forces:R:3:nbo_charge:R:1 method="wB97M-V/def2-TZVPD" de_lowest_kj_mol=238.09 spin_multiplicity=1 total_charge=0 homo_ev="-6.4 / -6.4"
Pt -0.23970 0.35050 -0.02360 -2.6 -0.1 -0.4 0.524
P -2.05740 1.69920 0.40280 1.9 -0.3 0.6 0.996
F 4.80130 -0.19830 0.52320 -0.1 0.0 0.1 -0.333
F 5.77940 -0.45390 2.94970 -0.2 0.0 -0.1 -0.315
F 0.38020 -0.42170 2.35320 0.8 -0.2 0.8 -0.328
F 1.45880 -0.64930 4.80900 0.0 0.0 -0.1 -0.315
O -1.07560 -2.15100 0.37630 -1.8 0.2 -0.4 -0.514
N 1.88190 0.01950 0.14820 -1.0 0.2 -0.7 -0.763
N 0.38960 -0.12670 -2.30030 0.3 -0.1 -0.7 -0.487
C 2.27560 -0.51670 3.74700 0.2 0.0 -0.2 0.356
C 3.64890 -0.52830 3.94250 -0.1 0.0 -0.2 -0.401
C -4.78420 0.96330 0.06140 0.2 0.1 0.2 -0.228
C 0.68340 -2.08210 -3.89400 -0.1 0.1 0.3 -0.639
C -5.74570 -0.01740 -0.09010 0.3 -0.8 0.0 -0.165
C -2.65690 3.36670 -0.01750 0.2 -0.3 -0.3 -0.387
C -4.07640 -1.74860 0.15330 1.3 0.5 0.4 -0.133
C 0.31280 -1.57570 -2.49850 0.1 -0.1 -0.3 -0.226
C 2.50650 -0.21880 1.30600 0.6 0.1 1.0 0.094
C 3.90740 -0.29820 1.54270 -0.1 0.1 -0.1 0.273
C -2.65640 3.77170 -1.34780 0.0 0.0 0.1 -0.136
C -1.56530 1.87910 2.15360 -0.4 -0.1 0.1 -0.354
C -0.33000 2.50080 2.35180 -0.2 0.3 0.0 -0.199
C -3.05810 -0.76670 0.28280 -4.3 0.5 -0.6 -0.228
C 4.43870 -0.42980 2.81030 -0.2 -0.1 0.3 0.340
C -0.39530 1.88770 4.66180 -0.1 -0.1 0.1 -0.198
C -1.71090 -1.13630 0.19610 5.8 1.2 0.7 0.502
C -5.37780 -1.37210 -0.02710 -0.9 0.7 0.0 -0.211
C 1.73540 -0.37790 2.48890 -0.4 -0.1 -0.1 0.262
C -1.62460 1.28000 4.47210 0.2 0.0 0.2 -0.216
C -0.40940 0.63630 -3.25990 -0.1 -0.1 0.1 -0.212
C -3.14330 5.01970 -1.69250 0.0 0.1 -0.1 -0.215
C 1.75800 0.39350 -2.26990 0.1 -0.2 0.1 -0.225
C -1.88360 0.25730 -3.26810 0.2 0.1 0.1 -0.622
C -2.21280 1.26780 3.21700 0.0 0.2 -0.2 -0.171
C -3.63760 5.86480 -0.71290 0.0 0.0 0.0 -0.195
C -3.64570 5.46190 0.61310 -0.1 0.1 0.0 -0.208
C -3.15340 4.21800 0.96450 0.0 -0.2 0.0 -0.186
C 0.24930 2.50760 3.60250 0.0 0.2 -0.1 -0.209
C 2.59830 -0.11980 -1.09880 0.1 0.1 -0.2 -0.233
C -3.45930 0.60890 0.26640 0.3 -1.5 0.0 -0.233
H -3.15510 3.89920 1.99710 0.0 0.0 0.1 0.232
H -3.13960 5.33870 -2.72380 0.0 0.0 -0.1 0.216
H 0.66360 -3.16880 -3.88690 0.0 -0.1 0.0 0.220
H 2.28340 0.17250 -3.21080 0.1 0.1 0.0 0.180
H -2.10860 0.79170 5.30310 -0.1 -0.1 0.1 0.215
H 0.07790 1.85990 5.63100 0.0 0.0 0.1 0.218
H -2.43400 0.97710 -3.86910 -0.1 0.0 -0.1 0.214
H 2.88430 -1.17060 -1.25400 0.1 0.1 -0.1 0.176
H -4.01600 6.83980 -0.98140 0.0 0.1 0.0 0.218
H -3.15860 0.76740 3.05800 -0.1 0.0 0.0 0.204
H -2.27980 0.27360 -2.25260 0.0 0.0 0.0 0.210
H 1.68130 1.48200 -2.16740 0.0 -0.1 -0.1 0.204
H 0.16200 2.97220 1.50560 0.1 -0.1 0.1 0.222
H -6.77660 0.24850 -0.26330 -0.1 0.0 0.0 0.222
H -4.03870 6.12020 1.37310 0.0 0.1 0.1 0.220
H -0.32340 1.69140 -2.98390 0.1 -0.1 0.0 0.199
H 1.21390 2.97360 3.75080 0.0 0.0 0.0 0.220
H -6.14030 -2.12860 -0.13480 -0.1 -0.1 -0.1 0.222
H 4.08230 -0.61820 4.92220 0.0 0.0 0.1 0.242
H -2.05110 -0.72860 -3.69070 -0.1 -0.1 -0.1 0.207
H -0.02730 -1.73900 -4.64170 0.0 0.0 -0.2 0.200
H -5.04920 2.01040 0.00720 0.0 0.1 0.0 0.230
H 0.00660 0.52330 -4.27060 0.0 0.1 -0.1 0.173
H 3.51990 0.47410 -1.10060 -0.1 -0.2 -0.2 0.207
H 1.68250 -1.76580 -4.18240 0.1 0.0 -0.1 0.205
H 0.96890 -2.04330 -1.76350 -0.2 0.0 0.1 0.218
H -0.70700 -1.89210 -2.27020 0.1 0.0 0.1 0.199
H -3.79230 -2.78950 0.17650 0.0 -0.1 0.0 0.233
H -2.27350 3.09960 -2.10260 0.1 0.0 -0.1 0.210


69
Properties=species:S:1:pos:R:3:forces:R:3:lowdin_charge:R:1 method="wB97M-V/def2-TZVPD" de_lowest_kj_mol=82.76 spin_multiplicity=1 total_charge=+1 homo_ev=-10.5
Sb -0.90942 0.80405 0.96829 -0.1 1.1 0.3 1.469
Sb 2.00551 0.00045 -1.58123 0.0 -0.3 1.2 1.500
Mo -0.72733 0.56968 -1.67484 0.3 1.6 -1.5 0.666
S -1.90403 -2.73738 -0.52149 0.3 0.0 -0.2 0.775
S -5.33065 -0.12483 -0.39672 0.0 0.2 0.1 0.919
S -4.36072 -2.36556 1.16800 0.0 0.1 -0.2 0.929
S -6.93312 -1.07147 1.91467 0.1 0.0 0.0 0.607
S -2.92802 0.05878 -2.17237 -0.2 -0.1 0.2 0.517
O -0.37218 2.16934 -2.04994 -0.5 -2.1 0.9 -0.512
C 3.48911 -4.65297 -1.51385 -0.1 0.0 0.0 -0.065
C -5.62397 -1.18629 0.95691 -0.1 0.0 0.1 -1.483
C -1.37834 -0.47911 2.56324 0.0 -0.2 0.0 -0.369
C 3.23164 1.19610 -2.75464 -0.1 0.6 -0.5 -0.395
C 1.76193 -2.99187 -1.70648 0.1 -0.2 0.1 -0.155
C 2.86913 0.58544 0.34086 0.2 -0.1 -0.3 -0.330
C -3.76060 -0.73375 -0.82311 0.0 -0.1 -0.2 -1.096
C 2.58277 2.31803 -3.28071 -0.3 -0.2 0.2 -0.146
C -1.01341 -1.82393 2.54969 0.0 0.1 0.1 -0.173
C 4.05702 -2.31729 -1.52598 0.1 0.2 0.1 -0.119
C -3.98163 4.59129 1.45193 0.0 0.0 0.0 -0.064
C -2.26618 -0.73436 4.78173 0.0 0.0 0.0 -0.054
C -4.41289 3.31192 1.77025 0.0 0.0 0.0 -0.062
C -1.28430 -2.62086 3.65400 0.0 0.0 0.0 -0.067
C -2.49235 -3.61772 -1.99725 0.0 0.0 0.0 -0.340
C 3.30604 3.30110 -3.94113 0.0 -0.1 0.0 -0.067
C 5.32507 2.02678 -3.58462 -0.1 0.2 -0.1 -0.067
C 2.14689 -4.32482 -1.63159 0.0 0.0 -0.1 -0.072
C -3.54033 2.23815 1.65213 -0.1 0.0 0.0 -0.152
C 4.44428 -3.64732 -1.46613 0.0 0.0 0.0 -0.066
C 2.05188 0.67874 1.62323 0.1 -0.1 -0.1 -0.364
C 0.90792 1.69358 1.61155 0.0 -0.1 0.3 -0.358
C -1.99666 0.07222 3.68420 0.0 -0.1 0.0 -0.112
C 4.60809 1.05201 -2.90878 -0.1 -0.1 0.1 -0.108
C -1.91531 -2.07715 4.76414 0.0 0.0 0.0 -0.058
C -2.67857 4.79913 1.01785 0.0 0.0 0.0 -0.068
C -1.80606 3.72705 0.90025 0.0 -0.1 -0.1 -0.125
C -3.33891 -1.81122 -0.14076 -0.1 0.0 0.2 -1.032
C -2.23687 2.43995 1.21482 0.0 -0.1 0.1 -0.367
C 2.70951 -1.97747 -1.63470 0.0 -0.2 -0.1 -0.389
C 4.67640 3.14861 -4.09664 0.1 -0.1 0.1 -0.064
H 1.69704 -0.32074 1.90607 -0.1 0.1 0.0 0.092
H -0.79681 3.90398 0.54772 0.0 0.0 0.0 0.092
H -3.41698 -4.13783 -1.75782 0.0 0.0 0.0 0.053
H 0.71665 -2.74622 -1.81348 -0.2 0.0 0.0 0.040
H -0.51854 -2.25445 1.68989 0.0 0.0 0.0 0.053
H 0.73374 2.05256 2.62846 -0.1 0.0 -0.1 0.072
H 6.39414 1.91849 -3.70903 0.0 0.0 0.0 0.111
H -2.13047 -2.70056 5.62184 0.0 0.0 0.0 0.114
H -2.75258 -0.31069 5.65044 0.0 0.0 0.0 0.115
H -5.42647 3.14558 2.11260 0.0 0.0 0.0 0.115
H -1.00354 -3.66592 3.64530 0.0 0.0 0.0 0.115
H -1.73194 -4.35131 -2.25838 0.0 0.0 0.0 0.038
H 4.81620 -1.54517 -1.47655 0.0 -0.1 0.1 0.084
H 1.11665 2.56329 0.98512 0.0 -0.1 0.0 0.062
H -4.65984 5.42915 1.54450 0.0 0.0 0.0 0.111
H 3.79256 -5.69019 -1.46483 0.0 0.0 0.0 0.112
H 1.49806 2.39884 -3.13644 0.6 0.2 -0.3 0.050
H 5.49272 -3.89974 -1.38048 0.0 0.0 0.0 0.113
H 1.40474 -5.11179 -1.67253 0.0 0.0 0.0 0.107
H -2.34104 5.79688 0.77003 0.0 0.0 0.0 0.111
H 5.24594 3.90610 -4.61836 0.0 0.0 0.0 0.111
H 3.37011 1.53657 0.14474 -0.1 0.0 -0.1 0.067
H 3.64733 -0.17235 0.46946 0.1 0.1 0.0 0.056
H 2.80528 4.17282 -4.34022 0.0 0.0 0.0 0.111
H 5.12872 0.19457 -2.49887 0.0 0.1 -0.1 0.084
H 2.73882 0.96868 2.42466 0.0 -0.1 -0.1 0.115
H -2.64742 -2.93316 -2.82834 0.0 0.0 0.0 0.029
H -3.88222 1.24714 1.92176 -0.1 -0.1 0.0 0.083
H -2.27220 1.11842 3.70794 0.0 0.0 0.0 0.098